(1)
This record from OMol25 describes a 16-piece molecular cluster, C30H96N4O16 overall at a distorted geometry. The level of theory is wB97M-V/def2-TZVPD.

The calculation puts the HOMO-LUMO gap at 9.067 eV. As for the HOMO energy: -9.127 eV. As for the max |F|: 2.36 eV Å⁻¹. The calculation puts the calculated total energy at -71384.8931 eV.

XYZ file:
```
146
Properties=species:S:1:pos:R:3:forces:R:3
O -1.696201 -2.089066 -1.103343 -0.3 0.4 -0.1
H -2.200039 -1.601945 -0.410516 0.3 0.0 -0.2
H -1.939755 -1.636633 -1.951001 0.0 -0.6 0.4
O 4.974348 -2.758998 1.329965 0.0 -0.2 -0.1
H 5.076039 -3.254083 2.148321 0.0 0.1 -0.1
H 4.046032 -2.460185 1.318764 -0.2 0.4 0.3
O 6.379779 -1.556319 -0.730785 0.0 0.0 0.4
H 7.031126 -0.958304 -0.349342 0.0 0.0 -0.1
H 5.978862 -2.020929 0.034477 0.0 0.0 -0.2
O 0.937783 -0.226520 4.222223 -0.1 0.2 0.3
H 0.832852 -0.901444 4.902538 0.0 0.1 -0.1
H 0.232265 0.420727 4.406767 0.1 -0.4 -0.3
O -1.590462 1.023934 4.408422 -0.2 0.4 0.3
H -2.452338 0.831485 4.023194 0.1 0.0 0.0
H -1.784429 1.537918 5.202743 0.0 0.0 -0.1
C 1.782945 -5.258389 0.655762 0.1 0.3 0.0
C 1.054999 -4.394221 -0.364838 1.1 0.4 0.2
O 0.447678 -3.317428 0.345292 -0.5 -0.3 -0.6
H 2.354648 -4.626347 1.340240 -0.3 0.3 0.0
H 2.571823 -5.855461 0.195209 -0.4 -0.4 -0.1
H 1.078317 -5.831731 1.255589 0.1 -0.3 -0.1
H 0.347315 -4.924510 -1.004906 -0.2 -0.2 0.3
H 1.821291 -3.988314 -1.039771 0.0 0.0 -0.1
H -0.121841 -2.851910 -0.293748 -0.3 0.0 0.2
C 4.151707 -1.425657 4.749470 -0.8 0.2 -0.3
C 4.330692 -0.769494 6.103921 0.4 -0.1 -0.5
O 5.681668 -0.419232 6.349148 0.2 -0.1 0.6
H 4.595337 -2.418345 4.683874 -0.1 -0.1 0.2
H 4.508452 -0.866501 3.881189 0.2 0.3 0.3
H 3.066577 -1.454566 4.599375 0.1 -0.5 -0.2
H 4.038346 -1.489036 6.871710 0.2 0.1 0.1
H 3.655123 0.086163 6.203458 0.1 0.1 -0.1
H 5.924652 0.391990 5.897729 -0.2 0.0 -0.2
C 4.236422 -2.823126 -3.389888 0.1 0.9 1.0
C 4.669113 -1.374779 -3.657275 -0.4 -0.3 -0.3
O 6.044120 -1.169991 -3.424945 -0.1 -0.2 0.3
H 4.835794 -3.513896 -3.975801 -0.3 -0.2 -0.2
H 3.151201 -2.908893 -3.469733 0.0 -0.3 -0.6
H 4.419649 -3.028523 -2.328981 0.2 -0.1 0.0
H 4.057066 -0.682969 -3.063081 0.0 -0.1 0.2
H 4.448591 -1.118608 -4.696776 0.3 0.0 -0.1
H 6.200033 -1.449010 -2.495545 0.1 0.3 -0.4
C 3.460909 2.429970 4.031505 -1.7 -0.8 -0.5
C 3.616678 2.395964 2.519172 2.1 1.1 0.3
O 4.390743 3.561125 2.194879 -0.2 0.1 -0.5
H 2.758305 3.234865 4.256382 0.3 0.2 0.3
H 4.364338 2.524257 4.624903 0.3 0.1 -0.4
H 2.945506 1.502015 4.310162 0.1 0.1 0.2
H 2.681186 2.438823 1.956671 -0.2 -0.4 0.3
H 4.251795 1.551084 2.217095 -0.6 -0.4 0.0
H 4.367446 3.686019 1.218616 -0.1 0.1 0.7
C 0.117867 4.416423 -2.993630 -0.9 -0.1 0.0
C 1.410829 4.198198 -2.219517 -1.2 -0.2 0.3
O 2.209788 5.374574 -2.173570 0.3 -0.5 -0.3
H 0.189688 4.681894 -4.050562 0.5 0.1 0.0
H -0.486282 5.188087 -2.510254 0.2 0.2 0.0
H -0.542844 3.541841 -2.973263 0.3 -0.2 0.1
H 1.923186 3.283924 -2.538487 0.4 0.3 -0.3
H 1.117050 3.984279 -1.188252 0.2 0.1 0.1
H 2.594183 5.491691 -3.051384 0.0 0.1 0.1
C 5.011683 2.387893 -2.297491 0.6 -1.5 0.1
C 4.279729 2.472330 -0.961025 0.5 0.2 -1.2
O 4.185755 3.818186 -0.498889 -0.5 -0.5 -0.1
H 5.217961 1.313944 -2.427478 -0.3 0.0 -0.3
H 6.023919 2.787320 -2.369069 -0.2 0.6 0.4
H 4.416420 2.706954 -3.153142 -0.1 0.2 0.1
H 4.784276 1.874937 -0.202655 0.1 0.2 0.1
H 3.320512 1.985269 -1.168691 -0.3 0.3 0.6
H 3.511204 4.264354 -1.030073 0.1 0.3 0.1
C -2.635880 4.294247 2.412240 0.6 -0.6 0.1
C -3.568815 4.119887 1.230507 0.2 2.1 -0.3
O -4.879200 4.477783 1.661951 -0.9 -1.6 0.1
H -2.770123 5.251724 2.912146 -0.2 0.0 -0.1
H -1.564282 4.203345 2.207158 -0.1 0.0 -0.3
H -2.867265 3.487340 3.112123 0.0 0.2 0.2
H -3.510397 3.121546 0.795923 -0.5 -0.1 0.3
H -3.374743 4.815026 0.398514 0.7 -0.3 0.1
H -5.012619 5.422200 1.708194 0.4 0.2 -0.1
C -4.837720 0.620862 -1.753598 0.0 -0.8 0.8
C -5.928926 -0.307216 -1.211615 -0.1 0.7 -1.0
C -5.741625 -1.778368 -1.576247 0.4 -0.4 1.3
O -5.821456 -1.919826 -2.953366 -0.4 0.6 -1.0
C -5.203454 -3.054137 -3.522351 0.4 0.0 0.8
N -6.109530 -0.115383 0.244807 -0.9 -0.4 -0.7
H -5.146063 1.646802 -1.552986 0.1 0.1 -0.3
H -4.685870 0.414322 -2.810823 0.0 0.3 0.0
H -3.913215 0.413682 -1.204963 0.1 0.1 -0.1
H -6.818953 -0.012468 -1.785276 -0.2 0.0 0.3
H -6.522229 -2.372021 -1.072112 -0.2 0.0 -0.1
H -4.807249 -2.187396 -1.160161 0.2 0.2 -0.2
H -5.507003 -3.949324 -2.971181 0.1 -0.2 -0.2
H -4.117575 -2.929887 -3.446485 0.0 -0.3 0.0
H -5.480269 -3.139102 -4.568441 -0.2 0.1 0.0
H -7.044745 -0.496160 0.400818 0.3 -0.2 0.5
H -6.254547 0.874263 0.432997 0.3 0.1 -0.1
C 2.585180 -0.759044 -0.622001 -0.5 0.5 -0.6
C 1.988605 -0.326157 0.726870 1.3 -1.0 -0.2
C 0.516502 0.017284 0.694418 0.4 0.9 0.1
O 0.397854 1.290232 0.050988 -0.2 -0.1 -0.4
C -0.907818 1.798171 0.003188 -0.1 0.5 0.5
N 2.244059 -1.443078 1.665191 -0.7 0.0 0.2
H 2.212643 -1.732081 -0.954775 0.1 -0.1 0.3
H 3.676273 -0.739634 -0.614666 0.0 -0.3 0.3
H 2.327190 -0.077862 -1.441190 -0.2 0.2 0.2
H 2.623129 0.496373 1.055454 -0.5 0.3 0.1
H 0.128924 0.157534 1.708556 0.1 -0.3 0.1
H -0.025811 -0.806901 0.212558 -0.2 0.4 -0.2
H -1.554159 1.259324 -0.692289 0.0 -0.1 0.0
H -0.870671 2.861391 -0.248123 0.2 -0.1 -0.5
H -1.391659 1.839486 0.990417 0.1 -0.5 0.1
H 1.624417 -2.200358 1.357008 0.3 0.0 0.0
H 1.827956 -1.162385 2.558175 0.5 0.0 0.0
C -0.197771 -0.009495 -3.019747 0.8 0.9 -0.5
C -1.586690 0.357852 -3.498378 -0.4 -1.8 0.4
C -1.552860 1.131941 -4.804026 0.2 0.3 -0.1
O -2.869156 1.414179 -5.224552 0.0 0.1 0.4
C -2.922301 2.346688 -6.281073 -0.9 -0.2 0.1
N -2.335576 -0.944568 -3.642950 0.2 1.0 -1.4
H -0.115735 -0.640068 -2.140007 -0.4 0.1 0.1
H 0.340574 0.921864 -2.816673 0.2 -0.1 0.1
H 0.338094 -0.524949 -3.824720 0.0 0.0 0.0
H -2.154225 0.841806 -2.700953 0.2 0.7 -0.3
H -1.056511 0.564362 -5.607196 0.1 -0.3 0.2
H -0.949786 2.046054 -4.705932 -0.2 0.1 0.2
H -2.306229 2.020836 -7.123108 0.2 0.3 0.0
H -2.710430 3.364204 -5.938629 0.5 -0.1 -0.1
H -3.965768 2.370549 -6.602716 0.1 -0.1 -0.1
H -1.823074 -1.443579 -4.377371 0.1 -0.3 0.4
H -3.175654 -0.678680 -4.167281 -0.2 -0.3 0.5
C -1.852367 -1.929943 2.760329 -0.2 -0.3 0.3
C -3.056038 -2.091608 1.836495 0.8 0.6 0.4
C -4.320942 -2.358043 2.614121 -0.7 0.0 -0.2
O -4.179679 -3.404964 3.548563 -0.2 0.1 -0.1
C -5.383250 -3.553969 4.284622 1.0 -0.5 0.7
N -3.177574 -0.855575 1.032684 -0.7 -0.1 0.0
H -1.715789 -2.836053 3.351374 0.2 -0.1 -0.2
H -2.010716 -1.139184 3.503534 -0.1 0.0 -0.2
H -0.941587 -1.689783 2.216490 0.0 -0.2 0.0
H -2.879608 -2.908472 1.132833 0.0 -0.1 0.1
H -5.115404 -2.596136 1.885806 0.0 0.0 0.1
H -4.665319 -1.444210 3.126193 0.2 0.1 0.0
H -5.209382 -4.329464 5.034034 0.0 -0.2 -0.3
H -6.204995 -3.854612 3.636438 -0.3 0.3 0.0
H -5.559823 -2.667073 4.900399 -0.5 0.3 -0.4
H -3.121259 -0.042318 1.642709 0.4 -0.1 0.0
H -4.141447 -0.774691 0.690079 0.2 -0.2 0.0
```
Forces are in eV/Å.

(2)
This record from OMol25 describes a 4-piece molecular cluster, C10H14N2O2 overall at a distorted geometry. The level of theory is wB97M-V/def2-TZVPD.

The calculation puts the HOMO-LUMO gap at 8.607 eV. As for the HOMO energy: -8.264 eV. As for the max |F|: 4.63 eV Å⁻¹. The calculation puts the calculated total energy at -17667.1736 eV. The value obtained for the energy above the lowest of the compared OMol25 structures with the same formula, charge and spin is 90.31 kcal per mole.

XYZ file:
```
28
Properties=species:S:1:pos:R:3:forces:R:3
C -2.276693 -2.064149 -0.865193 0.7 1.0 -2.5
C -3.649605 -2.516074 0.674265 1.1 0.7 0.5
C 3.731339 1.690838 0.471736 1.6 -1.9 -1.9
C 4.268296 0.899796 -0.240245 1.2 -1.2 0.5
C -3.364327 3.968608 -0.580243 -1.1 0.1 -0.7
C -1.911579 -1.237926 0.128620 3.7 2.6 0.0
C -0.435886 1.044024 -1.019159 -0.3 2.0 0.1
C 0.841628 -0.929236 -0.138097 0.9 -0.3 2.0
C -0.238596 0.526415 1.542826 2.0 0.2 -1.0
C -0.241456 0.087806 0.107801 -3.0 -3.5 0.1
N -3.311780 -2.811469 -0.542947 -3.1 -2.0 0.1
N -2.724237 -1.594487 1.137685 -1.5 -1.0 -1.5
O -2.458916 4.599124 -0.345039 3.4 1.7 1.2
O -4.319033 3.443570 -0.898993 -2.3 -1.8 -0.5
H -2.113297 -1.970303 -1.923730 0.9 -0.1 -0.1
H -4.533358 -2.762279 1.263806 0.5 -0.4 -0.3
H 3.054597 2.290609 0.850490 -2.6 2.9 1.9
H 4.887568 0.052981 -0.453586 -0.1 0.2 -0.6
H 0.603741 1.532728 -1.255006 -1.9 -0.5 0.5
H -1.244147 1.857264 -0.673984 1.9 -1.6 -1.2
H -0.725534 0.497012 -1.951226 0.0 0.6 0.8
H 1.896412 -0.445741 -0.132744 -1.7 -0.8 0.0
H 0.692275 -1.684732 0.691844 0.9 0.8 -0.7
H 0.674307 -1.528159 -0.997135 0.0 -0.1 -1.2
H 0.831473 0.887286 1.622184 -1.2 0.3 0.7
H -0.339991 -0.307921 2.216803 0.1 -0.4 0.1
H -1.000105 1.234403 1.756221 -0.4 1.0 0.3
H -2.752235 -1.320697 2.040242 0.3 1.5 3.2
```
Forces are in eV/Å.

(3)
This record from OMol25 describes a 2-piece molecular cluster, C5H16N2O overall at a distorted geometry. The level of theory is wB97M-V/def2-TZVPD.

The calculation puts the HOMO-LUMO gap at 9.808 eV. As for the HOMO energy: -8.875 eV. As for the max |F|: 1.48 eV Å⁻¹. The calculation puts the calculated total energy at -10471.7093 eV. As for the SMILES: C[C@H](N)CN(C)C.O. The value obtained for the energy above the lowest of the compared OMol25 structures with the same formula, charge and spin is 18.73 kcal per mole.

XYZ file:
```
24
Properties=species:S:1:pos:R:3:forces:R:3
C 0.120185 1.164983 2.233922 -0.4 0.4 0.3
C 0.593414 0.992464 0.794383 -1.0 -0.5 0.0
N -0.184206 1.838152 -0.105914 0.8 0.5 -0.5
C 0.480978 -0.503743 0.344857 0.5 1.4 0.2
N -0.828389 -0.848111 -0.207104 0.6 -1.0 -0.1
C -1.348843 -2.078456 0.411159 -0.5 0.7 -0.1
C -0.710356 -1.078987 -1.648642 -0.3 0.0 0.1
H 0.216999 2.212103 2.543594 0.1 0.0 -0.1
H -0.950086 0.936697 2.319015 0.2 -0.2 -0.1
H 0.671775 0.581134 2.972863 0.1 -0.2 -0.2
H 1.635219 1.308548 0.738056 0.1 -0.1 -0.1
H -1.012427 1.425001 -0.516200 0.0 -0.2 0.6
H -0.383188 2.721829 0.347782 -0.2 -0.1 -0.3
H 1.302675 -0.657798 -0.364219 -0.2 -0.4 -0.1
H 0.693725 -1.068942 1.244043 0.1 -0.4 0.0
H -1.319790 -1.973784 1.495197 0.0 -0.1 0.0
H -0.836992 -2.995349 0.091531 0.3 0.1 0.1
H -2.391907 -2.173343 0.112711 -0.1 -0.1 0.0
H -1.696363 -1.280441 -2.079994 0.1 0.4 0.0
H -0.210070 -0.229410 -2.115130 -0.3 0.0 -0.2
H -0.127138 -1.974089 -1.887725 0.3 -0.1 0.1
O 2.267626 1.543237 -2.395090 0.0 -0.3 0.0
H 2.617256 0.644362 -2.361378 -0.1 0.2 0.0
H 1.399901 1.493932 -1.967715 0.0 0.2 0.2
```
Forces are in eV/Å.